[1]
Density functional theory data (ωB97M-V with the def2-TZVPD basis set) for a cluster of 8 separate species, C23H44N5O14 in total at a distorted geometry.

Cartesian coordinates (Å):
N1 28.14 8.93 4.73
H1 28.78 8.69 5.46
H2 28.22 9.90 4.45
H3 27.20 8.80 5.08
H4 28.29 8.24 4.01
N2 27.01 13.99 6.24
H5 26.91 13.40 7.06
H6 27.45 14.86 6.51
H7 26.12 14.07 5.77
H8 27.50 13.47 5.52
C1 27.88 11.64 2.04
C2 27.63 12.07 3.45
O1 28.37 12.92 4.05
O2 26.74 11.48 4.05
H9 27.17 12.00 1.30
H10 27.90 10.57 1.86
H11 28.88 11.96 1.72
C3 27.86 11.88 -2.03
N3 28.73 11.14 -3.00
O3 29.87 11.00 -2.72
O4 28.17 10.93 -4.08
H12 27.89 12.96 -2.11
H13 28.07 11.50 -1.03
H14 26.85 11.57 -2.28
C4 26.93 7.85 1.09
C5 27.74 6.67 1.73
C6 28.36 5.77 0.64
O5 28.65 4.50 1.23
C7 29.09 3.56 0.27
N4 28.70 7.10 2.71
H15 27.60 8.36 0.40
H16 26.51 8.51 1.85
H17 26.17 7.50 0.39
H18 26.99 6.16 2.34
H19 29.30 6.17 0.26
H20 27.69 5.58 -0.20
H21 29.20 2.54 0.64
H22 30.03 3.90 -0.19
H23 28.25 3.44 -0.42
H24 29.10 6.22 2.99
H25 29.44 7.55 2.19
C8 32.11 7.12 2.04
C9 31.96 8.68 2.19
C10 33.27 9.46 1.82
O6 33.37 9.60 0.42
C11 34.39 10.46 -0.02
N5 30.88 8.97 1.31
H26 31.39 6.58 2.66
H27 33.05 6.79 2.47
H28 32.05 6.75 1.02
H29 31.79 9.09 3.18
H30 34.12 9.07 2.38
H31 33.15 10.47 2.22
H32 34.52 11.37 0.56
H33 34.29 10.88 -1.02
H34 35.37 9.99 0.03
H35 31.24 8.83 0.38
H36 30.83 9.98 1.31
C12 33.06 16.28 3.60
C13 32.24 17.36 3.65
C14 30.93 17.34 4.40
O7 30.15 18.32 4.53
C15 30.66 15.96 4.81
C16 31.37 14.88 4.55
C17 32.78 14.84 4.02
O8 33.64 13.96 3.93
O9 30.95 13.64 4.77
O10 32.60 18.58 3.01
H37 33.93 16.47 3.00
H38 29.69 15.89 5.27
H39 29.99 13.68 4.73
H40 31.93 19.22 3.24
C18 25.49 15.91 -0.04
C19 25.21 17.28 -0.01
C20 25.87 18.21 0.95
O11 25.45 19.31 1.20
C21 27.11 17.68 1.42
C22 27.48 16.33 1.30
C23 26.62 15.24 0.66
O12 26.70 13.99 0.77
O13 28.59 15.77 1.89
O14 24.13 17.79 -0.63
H41 24.96 15.26 -0.72
H42 27.77 18.36 1.94
H43 28.59 14.83 1.69
H44 23.90 18.65 -0.26

Summary:
Frontier orbital gap: 0.27448 Ha
LUMO level: -0.1440 hartree
HOMO: -11.39 eV
Net charge: +1

[2]
Density functional theory data (ωB97M-V with the def2-TZVPD basis set) for a cluster of 2 separate species, C16H17N in total at a distorted geometry.

Cartesian coordinates (Å):
C1 2.19 -1.82 3.19
C2 3.59 0.14 0.28
C3 3.34 -0.92 1.16
C4 3.13 1.41 0.53
C5 2.56 -0.68 2.27
C6 2.36 1.65 1.66
C7 2.06 0.59 2.50
H1 4.34 -0.03 -0.49
H2 3.86 -1.85 0.96
H3 3.43 2.23 -0.11
H4 1.92 2.63 1.80
H5 1.79 -1.47 4.14
H6 3.08 -2.43 3.38
H7 1.48 0.72 3.40
H8 1.48 -2.48 2.69
C8 -3.06 -2.44 -1.00
C9 -2.15 0.00 -1.22
C10 -2.79 -1.16 -1.74
C11 -2.17 0.97 -2.23
C12 -3.12 -0.89 -3.05
C13 -0.81 1.52 0.13
C14 -0.95 2.50 -0.84
C15 -1.44 0.27 0.00
C16 -1.73 2.30 -2.01
N1 -2.76 0.41 -3.34
H9 -0.13 1.74 0.94
H10 -0.43 3.43 -0.64
H11 -1.27 -0.53 0.72
H12 -1.86 3.06 -2.77
H13 -4.14 -2.59 -0.93
H14 -2.66 -2.36 0.01
H15 -3.62 -1.57 -3.73
H16 -2.89 0.93 -4.18
H17 -2.63 -3.32 -1.48

Summary:
Frontier orbital gap (alpha / beta): 0.08848 / 0.21394 Ha
2S+1: 2
LUMO level (alpha / beta): 0.1170 / 0.1161 hartree
Relative energy (zero: lowest compared OMol25 entry of this formula, charge and spin): 24.5 kJ/mol
HOMO (alpha / beta): 0.78 / -2.66 eV
Net charge: -1
⟨S²⟩: 0.769

[3]
Density functional theory data (ωB97M-V with the def2-TZVPD basis set) for a cluster of 11 separate species, H22O11 in total at a distorted geometry.

Cartesian coordinates (Å):
O1 -21.22 -7.37 -17.06
H1 -21.42 -6.69 -16.42
H2 -20.42 -7.78 -16.76
O2 -18.89 -8.96 -16.82
H3 -19.24 -9.74 -16.36
H4 -18.85 -9.17 -17.72
O3 -17.39 -3.94 -16.96
H5 -18.17 -3.39 -16.90
H6 -17.76 -4.86 -17.01
O4 -17.81 -7.53 -12.74
H7 -17.16 -8.20 -12.43
H8 -18.47 -7.65 -12.09
O5 -20.29 -6.35 -14.39
H9 -19.47 -6.63 -14.76
H10 -20.06 -6.04 -13.50
O6 -17.93 -6.50 -15.83
H11 -18.10 -7.38 -16.08
H12 -17.23 -6.62 -15.18
O7 -14.71 -5.86 -16.51
H13 -15.16 -5.65 -17.31
H14 -13.87 -6.34 -16.68
O8 -19.49 -3.59 -14.94
H15 -18.97 -4.21 -14.45
H16 -20.36 -4.06 -15.03
O9 -15.66 -8.32 -15.26
H17 -15.84 -8.33 -16.19
H18 -16.23 -9.08 -14.98
O10 -17.58 -4.93 -13.14
H19 -16.71 -4.68 -13.52
H20 -17.55 -5.79 -12.77
O11 -15.67 -4.15 -14.83
H21 -16.40 -3.87 -15.38
H22 -15.31 -4.84 -15.41

Summary:
Frontier orbital gap: 0.35210 Ha
SMILES: O.O.O.O.O.O.O.O.O.O.O
LUMO level: -0.0167 hartree
Relative energy (zero: lowest compared OMol25 entry of this formula, charge and spin): 128.5 kJ/mol
HOMO: -10.04 eV

[4]
Density functional theory data (ωB97M-V with the def2-TZVPD basis set) for a structure of composition C23H19IrN2O7.

Cartesian coordinates (Å):
Ir1 -0.03 -0.01 -1.63
O1 2.38 0.15 -4.89
C1 1.49 -0.16 -4.13
O2 1.56 0.02 -2.84
C2 0.24 -0.86 -4.66
C3 -0.20 -2.04 -3.77
C4 -1.23 -2.91 -4.46
C5 -2.49 -2.01 -4.44
C6 -1.99 -0.76 -3.74
O3 -1.04 -1.36 -2.77
C7 -1.04 0.05 -4.63
C8 -0.78 1.44 -4.07
O4 -0.90 2.42 -4.76
O5 -0.48 1.53 -2.79
H1 0.46 -1.20 -5.67
H2 0.60 -2.55 -3.25
H3 -1.39 -3.83 -3.90
H4 -0.91 -3.18 -5.47
H5 -3.30 -2.47 -3.86
H6 -2.87 -1.77 -5.43
H7 -2.71 -0.18 -3.18
H8 -1.46 0.17 -5.63
O6 -2.11 -2.20 0.94
C9 -1.33 -1.31 1.16
N1 -0.96 -0.80 2.39
C10 0.10 0.21 2.34
C11 0.22 0.30 0.82
O7 0.90 1.04 0.10
N2 -0.61 -0.57 0.20
C12 1.37 -0.29 3.00
C13 2.50 -0.65 2.28
C14 3.63 -1.13 2.95
C15 3.63 -1.25 4.32
C16 2.49 -0.89 5.05
C17 1.38 -0.40 4.39
C18 -0.34 1.57 2.87
C19 0.61 2.58 2.97
C20 0.24 3.84 3.42
C21 -1.08 4.09 3.77
C22 -2.03 3.09 3.67
C23 -1.66 1.83 3.21
H9 -1.18 -1.31 3.23
H10 2.53 -0.55 1.20
H11 4.51 -1.40 2.38
H12 4.50 -1.62 4.84
H13 2.49 -0.97 6.13
H14 0.51 -0.09 4.96
H15 1.64 2.39 2.70
H16 0.98 4.62 3.49
H17 -1.37 5.07 4.12
H18 -3.06 3.28 3.93
H19 -2.41 1.05 3.11

Summary:
Frontier orbital gap: 0.29820 Ha
LUMO level: -0.0363 hartree
Relative energy (zero: lowest compared OMol25 entry of this formula, charge and spin): 3.2 kJ/mol
HOMO: -9.10 eV

[5]
Density functional theory data (ωB97M-V with the def2-TZVPD basis set) for a structure of composition C23H22BF4N5O3OsS.

Cartesian coordinates (Å):
Os1 0.52 -0.45 -1.14
C1 1.02 0.05 -4.09
N1 0.35 -0.95 -3.21
C2 -1.04 -1.30 -3.62
C3 -1.76 -1.74 -2.39
N2 -1.29 -1.40 -1.19
C4 -2.19 -1.90 -0.25
C5 -2.18 -1.87 1.14
C6 -3.24 -2.48 1.78
C7 -4.27 -3.12 1.07
C8 -4.28 -3.17 -0.31
C9 -3.21 -2.54 -0.94
N3 -2.89 -2.42 -2.30
C10 2.11 0.66 -3.27
N4 2.06 0.59 -1.94
C11 3.23 1.20 -1.45
C12 3.72 1.34 -0.16
C13 4.94 1.99 -0.04
C14 5.64 2.47 -1.16
C15 5.17 2.31 -2.44
C16 3.95 1.66 -2.56
N5 3.20 1.29 -3.68
H1 0.29 0.81 -4.37
H2 1.40 -0.43 -5.00
H3 0.89 -1.83 -3.18
H4 -1.02 -2.07 -4.39
H5 -1.52 -0.41 -4.03
H6 -1.38 -1.41 1.69
H7 -3.27 -2.49 2.86
H8 -5.07 -3.59 1.62
H9 -5.07 -3.66 -0.86
H10 -3.43 -2.78 -3.07
H11 3.20 0.97 0.70
H12 5.36 2.13 0.94
H13 6.59 2.97 -1.00
H14 5.71 2.67 -3.31
H15 3.46 1.45 -4.65
F1 1.10 -3.19 -1.88
B1 1.73 -2.99 -0.61
F2 2.55 -1.81 -0.81
F3 0.71 -2.49 0.26
F4 2.39 -4.05 -0.15
C17 -2.66 1.99 6.06
C18 -2.00 1.89 4.72
C19 -2.16 2.90 3.76
C20 -1.54 2.81 2.53
C21 -0.77 1.69 2.25
C22 -0.58 0.68 3.18
C23 -1.20 0.79 4.41
S1 -0.05 1.64 0.68
O1 0.85 2.71 0.44
O2 -1.02 1.36 -0.39
O3 0.76 0.24 0.65
H16 -3.24 2.91 6.14
H17 -1.91 1.99 6.85
H18 -3.32 1.15 6.22
H19 -2.76 3.77 3.99
H20 -1.65 3.61 1.80
H21 0.07 -0.16 2.97
H22 -1.04 0.02 5.15

Summary:
Frontier orbital gap (alpha / beta): 0.30083 / 0.20373 Ha
2S+1: 5
LUMO level (alpha / beta): -0.2312 / -0.3284 hartree
Relative energy (zero: lowest compared OMol25 entry of this formula, charge and spin): 45.8 kJ/mol
HOMO (alpha / beta): -14.48 / -14.48 eV
Net charge: +2
⟨S²⟩: 6.016

[6]
Density functional theory data (ωB97M-V with the def2-TZVPD basis set) for a structure of composition C17H31N3P2Zr at a distorted geometry.

Cartesian coordinates (Å):
P1 0.99 0.74 -2.61
P2 2.19 -0.81 0.69
C1 2.69 0.63 -1.82
C2 2.97 -0.68 -1.01
H1 2.78 1.50 -1.15
H2 3.44 0.77 -2.63
H3 2.65 -1.56 -1.60
H4 4.06 -0.81 -0.86
C3 3.26 0.31 1.68
H5 2.90 0.33 2.72
H6 3.23 1.34 1.31
H7 4.31 -0.04 1.68
C4 2.56 -2.48 1.36
H8 3.54 -2.56 1.84
H9 2.43 -3.26 0.60
H10 1.85 -2.72 2.16
C5 0.82 2.42 -3.35
H11 -0.25 2.60 -3.52
H12 1.34 2.56 -4.31
H13 1.17 3.20 -2.65
C6 1.08 -0.39 -4.03
H14 1.35 -1.40 -3.70
H15 1.77 -0.06 -4.81
H16 0.07 -0.48 -4.45
Zr1 -2.88 -0.58 -0.45
C7 0.11 -1.15 1.80
C8 -0.15 0.02 2.48
C9 0.11 1.41 1.98
C10 -1.10 2.20 1.41
C11 -1.49 2.02 0.00
C12 -1.20 0.94 -0.87
C13 -0.31 -0.27 -0.48
C14 -0.66 -1.44 0.44
C15 -3.88 -2.38 -1.24
H17 0.29 -2.06 2.40
H18 -0.68 -0.05 3.44
H19 0.98 1.45 1.31
H20 0.45 1.97 2.88
H21 -1.97 2.15 2.10
H22 -0.84 3.27 1.49
H23 -2.26 2.74 -0.34
H24 -1.25 1.18 -1.95
H25 0.55 0.23 0.01
H26 0.18 -0.74 -1.41
H27 -1.79 -1.91 0.51
H28 -0.11 -2.29 0.02
H29 -3.80 -3.32 -0.68
H30 -3.65 -2.58 -2.30
H31 -4.96 -2.10 -1.24
N1 -3.46 -0.32 1.48
C16 -3.89 0.12 2.51
N2 -4.43 0.80 3.39
C17 -5.23 0.75 4.42
N3 -5.94 0.79 5.35

Summary:
Frontier orbital gap (alpha / beta): 0.17996 / 0.18048 Ha
LUMO level (alpha / beta): -0.3028 / -0.3027 hartree
Relative energy (zero: lowest compared OMol25 entry of this formula, charge and spin): 0.0 kJ/mol
HOMO (alpha / beta): -13.14 / -13.15 eV
Net charge: +2

[7]
Density functional theory data (ωB97M-V with the def2-TZVPD basis set) for a structure of composition C16H13N3O3PdSSe2 at a distorted geometry.

Cartesian coordinates (Å):
Pd1 -0.78 -0.08 -0.44
O1 0.82 -0.03 -1.62
N1 0.92 1.17 -2.24
C1 1.46 1.19 -3.47
C2 1.70 2.40 -4.08
C3 1.34 3.57 -3.42
C4 0.75 3.51 -2.17
C5 0.55 2.28 -1.57
S1 -0.16 2.05 0.01
H1 1.69 0.23 -3.89
H2 2.14 2.42 -5.06
H3 1.51 4.53 -3.88
H4 0.44 4.41 -1.64
Se1 -1.26 -0.33 2.96
Se2 -1.48 -2.48 2.16
C6 0.30 -2.55 1.44
C7 1.08 -3.66 1.75
C8 2.37 -3.71 1.27
C9 2.85 -2.64 0.53
C10 2.01 -1.58 0.25
N2 0.74 -1.56 0.68
C11 -2.68 0.37 1.90
C12 -3.79 0.91 2.53
C13 -4.82 1.43 1.77
C14 -4.71 1.38 0.39
C15 -3.57 0.83 -0.17
N3 -2.57 0.32 0.56
H5 0.67 -4.45 2.37
H6 3.01 -4.56 1.51
H7 3.88 -2.61 0.19
H8 2.36 -0.73 -0.30
H9 -3.84 0.91 3.61
H10 -5.69 1.86 2.24
H11 -5.48 1.77 -0.26
H12 -3.45 0.81 -1.24
O2 -1.80 0.02 -2.26
C16 -1.98 -1.25 -2.25
O3 -1.56 -1.89 -1.27
H13 -2.50 -1.72 -3.08

Summary:
Frontier orbital gap (alpha / beta): 0.17305 / 0.17308 Ha
LUMO level (alpha / beta): -0.3575 / -0.3574 hartree
HOMO (alpha / beta): -14.44 / -14.44 eV
Net charge: +2

[8]
Density functional theory data (ωB97M-V with the def2-TZVPD basis set) for a structure of composition C40H37BrFGeN3O5Tc.

Cartesian coordinates (Å):
Tc1 0.20 2.70 0.33
C1 -4.18 -2.59 3.64
C2 -2.68 -2.81 3.51
N1 -2.06 -1.87 2.54
C3 -1.44 -0.80 2.99
C4 -0.86 0.17 2.20
C5 -0.22 1.29 2.93
O1 -0.17 1.38 4.11
O2 0.41 2.20 2.12
C6 -0.91 0.02 0.80
O3 -0.42 0.85 -0.06
C7 -1.55 -1.17 0.29
C8 -1.60 -1.42 -1.09
C9 -2.23 -2.53 -1.56
F1 -2.28 -2.74 -2.88
C10 -2.85 -3.47 -0.71
C11 -2.78 -3.23 0.65
C12 -2.14 -2.09 1.16
N2 -3.51 -4.61 -1.20
C13 -3.34 -5.05 -2.59
C14 -3.98 -6.43 -2.76
N3 -3.94 -7.15 -1.44
C15 -4.86 -6.49 -0.44
C16 -4.82 -4.98 -0.66
H1 -4.59 -3.33 4.33
H2 -4.69 -2.69 2.68
H3 -4.39 -1.60 4.04
H4 -2.42 -3.82 3.21
H5 -2.18 -2.63 4.46
H6 -1.40 -0.68 4.07
H7 -1.15 -0.74 -1.80
H8 -3.22 -3.94 1.33
H9 -2.28 -5.10 -2.81
H10 -3.81 -4.37 -3.31
H11 -3.45 -7.02 -3.50
H12 -5.03 -6.38 -3.04
H13 -2.98 -7.11 -1.08
H14 -4.18 -8.14 -1.55
H15 -4.52 -6.79 0.55
H16 -5.86 -6.89 -0.60
H17 -5.02 -4.47 0.28
H18 -5.61 -4.68 -1.36
Br1 0.47 0.12 -4.83
C17 -0.41 1.79 -4.68
C18 -1.00 2.37 -5.79
C19 -1.63 3.60 -5.66
C20 -1.64 4.26 -4.44
C21 -1.03 3.67 -3.34
C22 -0.42 2.42 -3.45
C23 -1.05 4.42 -2.07
O4 -1.55 5.46 -1.85
O5 -0.31 3.78 -1.01
H19 -0.98 1.86 -6.74
H20 -2.10 4.06 -6.52
H21 -2.12 5.22 -4.33
H22 0.05 1.94 -2.61
C24 2.91 3.17 -2.09
Ge1 2.68 2.64 -0.26
C25 3.48 0.91 0.04
C26 4.80 0.75 -0.40
C27 5.44 -0.47 -0.27
C28 4.78 -1.55 0.30
C29 3.47 -1.40 0.74
C30 2.83 -0.18 0.61
C31 3.60 3.99 0.87
C32 4.09 5.15 0.21
C33 4.75 6.15 0.89
C34 4.94 6.05 2.28
C35 4.46 4.94 2.97
C36 4.64 4.84 4.37
C37 4.18 3.73 5.08
C38 3.56 2.70 4.40
C39 3.38 2.77 3.01
C40 3.80 3.89 2.27
H23 3.98 3.34 -2.28
H24 2.36 4.08 -2.35
H25 2.58 2.36 -2.74
H26 5.34 1.58 -0.85
H27 6.46 -0.59 -0.62
H28 5.28 -2.50 0.40
H29 2.96 -2.24 1.19
H30 1.81 -0.07 0.97
H31 3.95 5.26 -0.85
H32 5.12 7.02 0.36
H33 5.46 6.84 2.81
H34 5.13 5.66 4.89
H35 4.33 3.67 6.15
H36 3.21 1.83 4.94
H37 2.93 1.94 2.49

Summary:
Frontier orbital gap (alpha / beta): 0.24747 / 0.18301 Ha
2S+1: 3
LUMO level (alpha / beta): -0.3034 / -0.3678 hartree
Relative energy (zero: lowest compared OMol25 entry of this formula, charge and spin): 0.0 kJ/mol
HOMO (alpha / beta): -14.99 / -14.99 eV
Net charge: +3
⟨S²⟩: 2.039

[9]
Density functional theory data (ωB97M-V with the def2-TZVPD basis set) for a cluster of 2 separate species, C4H2Cl2 in total at a distorted geometry.

Cartesian coordinates (Å):
C1 0.67 -2.03 1.67
C2 0.67 -1.53 0.48
C3 0.44 -0.98 -0.63
C4 -0.63 1.09 -0.11
Cl1 0.57 2.15 -0.60
Cl2 -0.85 1.08 1.57
H1 0.52 -0.69 -1.64
H2 -1.38 0.90 -0.73

Summary:
Frontier orbital gap (alpha / beta): 0.25367 / 0.24616 Ha
LUMO level (alpha / beta): -0.0568 / -0.0666 hartree
Relative energy (zero: lowest compared OMol25 entry of this formula, charge and spin): 542.1 kJ/mol
HOMO (alpha / beta): -8.45 / -8.51 eV

[10]
Density functional theory data (ωB97M-V with the def2-TZVPD basis set) for an isolated molecule of C5H4N2O at a distorted geometry.

Cartesian coordinates (Å):
C1 1.89 1.11 -0.01
C2 0.56 0.72 0.09
C3 -0.56 1.49 -0.02
N1 -1.75 0.90 -0.03
C4 -1.82 -0.58 -0.07
N2 -0.79 -1.50 0.08
C5 0.49 -0.89 0.09
O1 1.60 -1.36 -0.09
H1 2.23 2.05 0.16
H2 2.64 0.25 -0.18
H3 -0.46 2.52 -0.09
H4 -2.79 -0.87 -0.03

Summary:
Frontier orbital gap: 0.28860 Ha
SMILES: C=C1C=NC=NC1=O
LUMO level: -0.0673 hartree
Relative energy (zero: lowest compared OMol25 entry of this formula, charge and spin): 248.5 kJ/mol
HOMO: -9.69 eV

[11]
Density functional theory data (ωB97M-V with the def2-TZVPD basis set) for a structure of composition C3HFFeO3 at a distorted geometry.

Cartesian coordinates (Å):
O1 1.06 -1.16 -0.35
C1 1.17 -0.12 -1.18
C2 0.02 -0.86 0.56
O2 1.92 -0.06 -2.12
O3 0.24 0.79 -0.88
C3 -0.41 0.43 0.33
H1 0.13 -1.36 1.52
Fe1 -2.41 0.38 0.54
F1 -1.72 1.96 1.57

Summary:
Frontier orbital gap (alpha / beta): 0.32413 / 0.24576 Ha
2S+1: 6
LUMO level (alpha / beta): -0.2535 / -0.3287 hartree
HOMO (alpha / beta): -15.72 / -15.63 eV
Net charge: +1
⟨S²⟩: 8.778